[1]
24
Properties=species:S:1:pos:R:3:mulliken_charge:R:1 method="wB97M-V/def2-TZVPD" energy_ha=-442.8378 total_charge=0 homo_energy_ha=-0.3396 e_lumo_ha=0.0306 fmax_ev_per_a=2.13 e_above_lowest_kj_mol=113.9 homo_lumo_gap_ev=10.07
O 1.906 2.198 -0.340 -0.665
C 0.714 2.361 -0.279 0.599
N 0.203 3.403 0.385 0.147
C 1.039 4.548 0.705 -0.999
C 0.000 0.000 0.000 -1.031
C -2.031 4.306 -0.269 -0.855
C -0.177 1.253 -0.898 -0.333
C -1.232 3.570 0.775 -0.697
H 0.866 5.318 -0.066 0.316
H 2.115 4.307 0.725 0.332
H 0.752 4.961 1.686 0.298
H -0.461 0.241 0.972 0.290
H 0.986 -0.460 0.183 0.293
H -0.639 -0.733 -0.521 0.302
H -2.245 3.563 -1.056 0.236
H -1.503 5.160 -0.724 0.262
H -2.988 4.664 0.146 0.346
H -1.216 1.623 -0.991 0.167
H 0.250 1.192 -1.917 0.311
H -1.710 2.594 0.984 0.261
H -1.198 4.138 1.725 0.417
O 5.767 3.777 -1.184 -0.661
H 4.849 3.423 -1.157 0.344
H 6.253 3.260 -0.503 0.319

[2]
75
Properties=species:S:1:pos:R:3:mulliken_charge:R:1 method="wB97M-V/def2-TZVPD" energy_ha=-1855.1556 total_charge=0 homo_energy_ha=-0.2960 e_lumo_ha=0.0239 fmax_ev_per_a=1.33 e_above_lowest_kj_mol=11.7 homo_lumo_gap_ev=8.71
C -5.229 -0.815 3.419 -0.740
H -4.936 0.219 3.611 0.268
O -4.837 -1.238 2.132 -0.489
C -3.528 -1.287 1.763 0.394
C -3.326 -1.690 0.447 -1.102
C -2.066 -1.781 -0.110 -0.394
C -0.955 -1.489 0.662 -0.967
C -1.140 -1.113 1.987 -0.277
C -2.400 -0.982 2.551 1.026
O -2.590 -0.565 3.844 -0.519
C -1.487 -0.059 4.555 -0.737
H -0.758 -0.843 4.786 0.330
H -1.897 0.330 5.486 0.314
H -0.996 0.750 4.005 0.179
H -0.266 -0.902 2.582 0.478
C 0.449 -1.513 0.115 1.126
N 1.086 -0.197 0.228 0.534
C 2.421 -0.181 0.017 0.779
O 3.068 -1.213 -0.045 -0.682
C 3.095 1.172 -0.181 -1.053
N 2.319 2.090 -0.970 -0.152
C 2.003 3.327 -0.520 0.226
O 2.457 3.803 0.506 -0.702
C 1.054 4.053 -1.374 0.667
C 0.494 5.292 -1.199 -0.532
C -0.393 5.477 -2.280 -0.426
C -0.310 4.342 -3.030 -0.661
O 0.559 3.478 -2.494 -0.341
H -0.800 4.046 -3.936 0.530
H -1.007 6.333 -2.474 0.498
H 0.702 5.967 -0.396 0.591
H 1.874 1.738 -1.805 0.282
H 4.062 0.967 -0.657 0.492
H 3.285 1.659 0.781 0.334
C 0.270 0.945 0.422 0.299
C -0.760 1.219 -0.467 -0.276
C -1.600 2.299 -0.246 0.564
C -1.374 3.114 0.857 -0.790
C -0.339 2.860 1.744 0.922
C 0.467 1.749 1.534 -0.534
H 1.267 1.528 2.226 0.355
C -0.047 3.781 2.886 -1.857
H -0.862 4.483 3.047 0.437
H 0.859 4.341 2.654 0.325
H 0.131 3.226 3.806 0.320
H -2.014 3.969 1.020 0.346
C -2.742 2.572 -1.176 -2.194
H -2.912 3.641 -1.281 0.477
H -2.550 2.144 -2.157 0.392
H -3.652 2.119 -0.782 0.371
H -0.888 0.594 -1.336 0.425
C 0.506 -1.940 -1.362 -0.810
O 0.512 -1.131 -2.269 -0.708
N 0.506 -3.270 -1.543 0.024
H 0.643 -3.890 -0.760 0.365
C 0.638 -3.893 -2.836 -1.141
H 0.518 -3.122 -3.598 0.390
H -0.146 -4.648 -2.947 0.426
C 2.010 -4.568 -2.973 0.254
C 3.189 -3.573 -2.926 -0.667
H 3.819 -3.695 -3.806 0.447
C 3.943 -3.951 -1.648 -0.115
H 3.621 -3.321 -0.821 -0.133
C 3.508 -5.400 -1.437 -0.593
H 4.130 -6.083 -2.035 0.288
O 2.167 -5.463 -1.879 -0.505
H 3.527 -5.722 -0.395 0.355
H 5.021 -3.860 -1.755 0.470
H 2.837 -2.545 -2.891 0.142
H 2.022 -5.140 -3.914 0.413
H 1.068 -2.208 0.701 0.838
H -1.961 -2.070 -1.144 0.428
H -4.204 -1.916 -0.137 0.422
H -4.818 -1.458 4.200 0.257
H -6.316 -0.891 3.421 0.300

[3]
15
Properties=species:S:1:pos:R:3:mulliken_charge:R:1 method="wB97M-V/def2-TZVPD" energy_ha=-271.2296 total_charge=0 homo_energy_ha="-0.3097 / -0.3196" e_lumo_ha="-0.0152 / 0.0022" fmax_ev_per_a=5.77 e_above_lowest_kj_mol=792.6 homo_lumo_gap_ev="8.01 / 8.76"
C -2.136 -0.908 -0.241 -0.610
C -1.329 -0.139 0.417 -0.406
C 1.259 -1.533 -0.009 -0.147
C 0.479 -1.047 -0.951 -0.858
C 1.288 -0.170 0.711 -0.673
C 0.185 0.231 -0.168 1.459
C -0.038 1.539 -0.817 -1.309
H -3.127 -1.424 -0.250 0.321
H -1.524 0.185 1.416 0.367
H 1.590 -2.514 0.237 0.411
H 1.201 -0.366 1.838 0.213
H 2.316 0.433 0.588 0.244
H -0.977 1.664 -1.382 0.348
H 0.851 1.744 -1.453 0.348
H -0.038 2.304 0.065 0.290

[4]
72
Properties=species:S:1:pos:R:3:mulliken_charge:R:1 method="wB97M-V/def2-TZVPD" energy_ha=-6581.6353 total_charge=-2 homo_energy_ha="-0.0449 / -0.0320" e_lumo_ha="0.1296 / 0.1296" fmax_ev_per_a=0.62 e_above_lowest_kj_mol=0.0 homo_lumo_gap_ev="4.75 / 4.40"
Lu -0.147 0.009 -0.383 0.607
Cl -0.519 3.556 1.441 -0.133
C -1.700 2.366 1.914 0.901
C -1.680 1.103 1.317 -1.406
C -2.678 0.251 1.784 1.274
Cl -2.672 -1.369 1.144 -0.187
C -3.633 0.579 2.735 -0.491
Cl -4.825 -0.569 3.244 -0.216
C -3.604 1.851 3.296 0.490
Cl -4.775 2.307 4.486 -0.228
C -2.618 2.747 2.895 -0.258
Cl -2.543 4.314 3.629 -0.222
N 5.741 5.512 -7.329 -0.639
C 5.107 4.903 -6.586 0.083
C 4.317 4.145 -5.662 0.478
C 3.833 4.731 -4.487 -0.775
C 3.061 4.003 -3.608 -0.464
C 2.743 2.649 -3.839 -0.363
C 3.252 2.076 -5.022 -0.439
C 4.007 2.803 -5.916 -0.772
C 1.910 1.888 -2.911 0.518
C 2.367 0.582 -2.528 0.153
C 3.621 0.015 -2.833 -0.317
C 3.641 -1.276 -2.288 -1.656
C 2.421 -1.443 -1.656 -0.517
N 1.642 -0.332 -1.774 0.472
C 0.671 2.487 -2.501 0.241
C 0.107 3.678 -2.997 -0.562
C -1.163 3.814 -2.415 -1.315
C -1.331 2.711 -1.601 -0.612
N -0.235 1.900 -1.631 0.221
H 4.080 5.764 -4.275 0.404
H 2.710 4.463 -2.693 0.577
H 3.008 1.045 -5.241 0.557
H 4.357 2.350 -6.835 0.413
H 4.427 0.497 -3.364 0.632
H 4.443 -1.998 -2.334 0.398
H 2.070 -2.321 -1.137 0.521
H 0.548 4.339 -3.726 0.539
H -1.873 4.616 -2.560 0.410
H -2.198 2.457 -1.010 0.551
C -0.044 0.337 6.512 -1.248
C 0.776 0.902 5.414 1.010
N 1.636 1.862 5.522 -0.945
N 2.083 2.025 4.244 0.298
C 1.536 1.187 3.341 0.136
S 1.918 1.129 1.716 -0.309
N 0.696 0.459 4.119 0.522
N -0.191 -0.531 3.692 -0.462
H 0.233 0.828 7.441 0.349
H 0.121 -0.738 6.616 0.329
H -1.105 0.498 6.312 0.262
H 2.752 2.736 4.017 0.153
H 0.094 -0.842 2.762 -0.190
H -0.112 -1.316 4.327 0.361
S -1.632 -1.460 -2.192 -0.423
N 2.372 -5.479 2.910 -0.611
C 2.254 -4.434 2.416 0.509
N 2.228 -3.224 1.914 -0.720
C 1.330 -2.494 1.408 0.714
N 0.557 -1.720 0.982 -0.473
S -1.618 -3.330 -1.314 -0.187
C -0.711 -4.325 -2.448 0.712
N 0.034 -3.690 -3.399 0.122
C 0.762 -4.440 -4.326 -0.374
C 0.720 -5.803 -4.216 -0.387
C -0.038 -6.385 -3.205 -0.398
N -0.773 -5.608 -2.313 -0.651
H -0.023 -2.679 -3.432 -0.086
H 1.336 -3.889 -5.054 0.406
H 1.274 -6.416 -4.917 0.335
H -0.113 -7.457 -3.076 0.377